# 1
28
Properties=species:S:1:pos:R:3:forces:R:3 method="wB97M-V/def2-TZVPD" charge=+1 lumo_energy_ev=-2.3 homo_energy_ha=-0.4367 molar_mass_g_mol=221.19 gap_ha=0.3527 de_lowest_kcal_mol=54.3
C 2.28103 -0.97479 0.15444 -1.79 -0.54 -1.85
C 0.11846 2.18248 0.22885 -0.45 -1.83 1.25
C -2.81900 -0.69588 0.29468 0.54 -0.01 0.28
N -0.52935 -1.11066 -1.88251 0.60 1.21 0.81
N 1.17101 -0.99249 0.77222 -3.18 1.48 -1.09
N -0.53067 1.31295 -0.54048 1.65 0.72 0.71
N 3.34774 -1.71566 0.50901 2.18 0.70 -1.69
N 2.35913 -0.29143 -1.17226 1.06 -0.53 1.74
N 0.23593 3.40324 -0.23502 -0.34 -0.25 -3.41
N 0.53567 1.98687 1.56385 -0.94 0.79 -2.28
N -3.86875 -1.10200 1.02113 -1.58 -0.12 2.57
N -2.65319 0.00580 -0.75903 -1.68 0.29 -0.44
N -1.56472 -1.11236 0.67545 0.52 1.22 -0.90
P -0.55148 -0.26911 -0.40440 1.43 -3.49 0.77
H 0.01507 -0.56114 -2.53905 0.01 -0.30 -0.14
H 3.49726 -2.51736 1.09572 -1.05 0.18 0.36
H 4.02771 -1.65588 -0.23973 0.35 -0.31 0.60
H 2.15784 0.65523 -0.90120 -0.21 0.61 -0.41
H 3.29194 -0.26208 -1.60528 -0.39 -0.22 0.36
H 0.17023 3.57230 -1.29023 0.07 -0.20 2.55
H 0.64802 4.00145 0.39400 1.02 2.27 0.93
H 0.45662 1.07220 1.90011 -0.19 -1.68 0.34
H 1.35311 2.42039 1.93987 0.30 0.65 -0.22
H -4.80127 -0.87047 0.74370 -0.18 0.26 -0.80
H -3.89792 -1.05558 2.07999 0.96 -0.32 -1.90
H -3.43638 0.48062 -1.22846 0.66 -0.38 0.43
H -0.32273 -2.10515 -1.96135 0.11 0.44 0.57
H -1.33480 -1.64586 1.46791 0.54 -0.64 0.88

---

# 2
42
Properties=species:S:1:pos:R:3:forces:R:3 method="wB97M-V/def2-TZVPD" lumo_energy_ev=0.5 homo_energy_ha=-0.3641 molar_mass_g_mol=224.29 gap_ha=0.3841 de_lowest_kcal_mol=96.9 smiles=CO.CO.CO.CO.CO.CO.CO
C -0.12101 -0.29008 3.41309 1.00 -1.18 -0.41
O 0.02504 -0.38090 2.00264 -1.65 0.42 -0.36
H 0.24687 0.67226 3.78478 0.10 -0.33 0.25
H -1.17123 -0.39007 3.60828 -0.56 0.15 0.23
H 0.37600 -1.19494 3.85251 -0.16 1.08 0.15
H 0.94893 -0.37344 1.69704 0.64 -0.27 0.71
C -0.74674 -3.59753 1.16563 1.29 -2.91 0.97
O -1.35689 -3.09264 0.03878 -1.80 1.47 -0.36
H -1.32394 -4.28133 1.83550 -0.38 0.49 -0.76
H 0.00634 -4.29111 0.69285 -0.19 0.82 1.14
H -0.32971 -2.86298 1.84531 0.44 0.35 -0.24
H -2.04931 -2.45770 0.30237 0.34 -0.36 -0.29
C 1.33331 -3.20817 -1.21429 -1.45 0.40 0.13
O 1.12525 -1.94895 -0.57030 -1.67 0.31 0.85
H 1.87633 -2.93963 -2.09403 0.83 -0.45 -0.51
H 1.87083 -3.81367 -0.47097 -0.13 -0.49 -0.86
H 0.32614 -3.61658 -1.58143 1.52 0.20 0.81
H 0.23696 -2.03080 -0.11064 1.32 0.37 -0.81
C -0.68349 4.99383 -0.87422 3.31 -3.86 -0.60
O 0.06898 4.64865 0.33677 0.44 3.78 -2.30
H -0.04590 4.77464 -1.82367 -0.60 0.60 1.59
H -1.49334 4.32934 -1.02929 -1.19 -0.52 0.26
H -0.97871 5.96931 -0.90064 -0.68 2.63 0.37
H -0.16816 3.84968 0.71215 -1.33 -2.76 0.67
C -0.22361 0.09624 -3.72998 -1.91 -0.22 -3.16
O -1.66340 -0.06648 -3.65782 0.56 -1.04 0.24
H 0.31753 0.05881 -2.85655 0.78 0.00 2.47
H 0.18473 -0.73123 -4.37853 -0.70 0.89 0.50
H -0.11625 1.04986 -4.23521 0.84 0.13 -0.11
H -2.09989 0.62885 -3.16191 0.43 0.22 0.11
C -1.86881 1.14339 -0.02794 -0.10 -0.52 0.11
O -1.14402 1.88716 0.92105 0.91 -0.88 0.79
H -2.55403 0.43705 0.45267 -0.28 0.25 0.00
H -2.39151 1.80318 -0.69680 -0.53 0.51 0.04
H -1.26847 0.53398 -0.68780 0.77 -0.28 -0.13
H -0.65013 1.19470 1.47282 -0.73 0.90 -0.95
C 2.62249 0.96345 1.05984 1.56 -0.71 1.78
O 2.49730 -0.45078 1.38482 -0.70 -0.17 -2.31
H 3.30931 1.36514 1.85374 -0.89 -0.09 -0.72
H 3.13548 1.04944 0.14216 0.53 0.28 -1.17
H 1.69876 1.51713 1.01125 -0.50 0.00 0.15
H 2.24195 -0.94705 0.51595 0.51 0.77 1.74

---

# 3
87
Properties=species:S:1:pos:R:3:forces:R:3 method="wB97M-V/def2-TZVPD" s2=6.0271 charge=+2 lumo_energy_ev="-5.2 / -9.3" homo_energy_ha="-0.4764 / -0.4833" molar_mass_g_mol=684.79 gap_ha="0.2847 / 0.1408" multiplicity=5
Pt -0.71502 -0.47575 -2.03651 0.26 -0.28 2.38
C -2.38182 1.84473 -0.14222 0.67 0.09 1.65
C -2.79494 1.01917 -1.18295 0.51 -2.28 -0.01
C -2.19019 -0.31216 0.65968 -0.27 -0.65 -1.93
C -2.03492 1.02876 0.98305 -0.09 1.76 -0.16
C -2.51612 -0.41430 -0.81155 -1.09 1.70 2.03
C -2.40842 3.33065 -0.17016 0.05 0.36 -0.14
H -2.07925 3.71370 -1.15321 -0.21 -0.11 0.37
H -1.75401 3.76772 0.59802 -0.31 -0.12 -0.21
H -3.43514 3.69721 0.00533 0.36 -0.01 -0.07
C -1.71286 1.50238 2.35728 0.15 0.24 0.41
H -1.55937 2.58762 2.39927 -0.16 -0.28 -0.03
H -0.78977 1.02558 2.71401 -0.21 -0.02 0.02
H -2.50940 1.25608 3.08913 0.29 0.07 -0.46
C -2.17904 -1.39980 1.66035 -0.08 -0.32 0.02
H -3.05552 -1.33687 2.32767 0.10 0.13 -0.25
H -1.30967 -1.30599 2.32003 0.00 0.00 -0.10
H -2.20610 -2.39598 1.20609 0.10 0.24 0.13
C -3.50490 -1.46273 -1.20169 -0.31 -0.66 -0.47
H -4.52123 -1.06605 -1.10986 0.01 -0.17 -0.02
H -3.42863 -2.34223 -0.55193 -0.02 0.16 -0.24
H -3.35655 -1.79268 -2.23392 -0.29 -0.09 0.18
C -3.54975 1.45785 -2.36881 -0.24 -0.02 -0.34
H -4.51967 1.85595 -2.04239 0.09 0.00 -0.04
H -3.74388 0.63747 -3.06214 0.01 0.11 0.13
H -3.04665 2.26754 -2.90801 -0.06 -0.04 0.11
C 1.12884 0.48913 -2.53488 -0.32 2.08 -0.57
C -0.01163 1.35453 -2.76179 1.96 -0.02 -0.06
C -0.49439 1.64749 -4.15533 -0.52 0.07 -0.34
C -1.41103 0.54748 -4.76467 -0.22 0.52 0.00
C -1.46311 -0.73390 -3.97315 1.11 -1.19 -1.02
C -0.27990 -1.55101 -3.81751 -0.96 0.31 -1.26
C 1.03946 -1.17627 -4.45606 0.62 -0.06 -0.07
C 1.86084 -0.10139 -3.69778 0.36 -0.53 -0.38
H 0.35576 1.82468 -4.82359 -0.01 0.00 0.19
H -1.08131 0.33033 -5.78760 -0.14 -0.06 0.11
H -1.05910 2.58710 -4.11940 0.16 -0.18 -0.13
H 2.17679 0.68595 -4.39761 -0.22 0.03 0.19
H 1.75887 0.77709 -1.68685 -0.38 -0.46 -0.09
H -0.09724 2.18371 -2.06220 -0.40 -0.31 0.16
H 2.80893 -0.53279 -3.36244 -0.19 -0.02 0.05
H 1.65837 -2.07764 -4.50559 -0.17 0.09 -0.16
H -0.46332 -2.62918 -3.73182 0.12 0.44 0.21
H 0.88506 -0.84325 -5.49158 -0.12 -0.18 0.18
H -2.42162 0.96289 -4.83587 0.21 -0.21 -0.14
H -2.39743 -1.30124 -4.02603 0.11 0.34 0.26
P 1.60592 1.89829 0.72727 0.30 0.87 0.31
C 1.49510 2.57328 2.41598 -0.54 -0.29 0.19
H 2.38447 3.18691 2.61684 -0.21 -0.11 -0.07
H 1.44450 1.72682 3.12390 0.06 0.39 -0.15
H 0.57847 3.18258 2.50750 0.52 -0.24 0.05
C 3.38560 1.53034 0.57935 0.03 -0.68 -0.28
H 3.94205 2.47010 0.47207 -0.12 -0.17 0.04
H 3.54738 0.90251 -0.31391 0.18 0.27 0.35
H 3.73455 0.98246 1.46675 -0.13 0.24 -0.37
C 1.44898 3.39687 -0.31417 -0.43 -0.27 -0.47
H 1.59788 3.12917 -1.37312 0.08 0.21 0.41
H 2.19485 4.14056 -0.01934 -0.05 -0.08 0.04
H 0.44050 3.82037 -0.20931 0.30 -0.06 -0.01
P 0.64090 -2.15718 -0.13834 0.09 -0.02 -0.21
C -0.45041 -3.36590 -0.98494 -0.18 0.10 -0.21
H 0.15542 -4.16105 -1.42416 -0.19 -0.11 -0.01
H -1.04784 -2.85565 -1.76291 0.22 -0.65 0.37
H -1.13824 -3.78062 -0.24192 0.08 -0.04 -0.19
C 2.26254 -2.33889 -0.98655 -0.09 0.09 0.14
H 2.17139 -2.08786 -2.05077 0.00 -0.19 0.34
H 2.63128 -3.36289 -0.86356 0.02 0.15 -0.09
H 2.97652 -1.63826 -0.52773 -0.14 -0.24 -0.14
C 0.89982 -3.08462 1.44196 -0.11 0.16 0.20
H 0.68771 -4.14853 1.26008 0.12 0.28 -0.02
H 0.21855 -2.70736 2.21412 0.28 -0.18 -0.18
H 1.91992 -2.97919 1.82991 -0.34 0.01 -0.25
C 3.46220 -1.24461 2.87642 0.09 0.11 -0.29
C 2.52787 -0.99613 3.99669 -1.03 0.18 0.48
C 2.91542 -0.98417 5.37302 -1.23 0.23 1.30
C 1.74031 -0.78825 6.10348 1.53 -0.29 -0.78
C 0.67770 -0.69443 5.13230 1.36 -0.14 -0.71
C -0.74715 -0.55594 5.47081 -0.59 0.17 -0.25
N 1.18690 -0.79216 3.86709 -0.32 -0.04 -0.11
H 2.98137 -1.03609 1.91364 0.12 -0.12 0.18
H 3.81684 -2.28870 2.89013 -0.11 0.28 -0.01
H 4.35966 -0.61666 2.98012 -0.18 -0.17 -0.01
H 3.93310 -1.11308 5.71344 -0.14 0.02 0.19
H 1.59290 -0.72410 7.16915 0.18 -0.03 0.06
H -1.12125 -1.47679 5.94983 0.13 0.27 -0.13
H -1.35111 -0.35492 4.57252 0.19 -0.11 0.37
H -0.89256 0.26216 6.19358 0.02 -0.25 -0.18

---

# 4
16
Properties=species:S:1:pos:R:3:forces:R:3 method="wB97M-V/def2-TZVPD" s2=0.7535 charge=+2 lumo_energy_ev="-9.9 / -9.9" homo_energy_ha="-0.5502 / -0.6352" molar_mass_g_mol=155.19 gap_ha="0.1856 / 0.2706" de_lowest_kcal_mol=49.0 multiplicity=2
O -0.53958 1.78847 0.31175 0.12 0.38 0.68
Ca -1.50017 3.47724 -0.67405 -0.58 1.85 0.36
O -1.22086 1.78817 -1.73226 -0.32 -0.30 -1.16
C -0.67744 1.04485 -0.86271 0.90 -2.67 -0.42
O -0.29926 -0.10699 -0.93106 -0.25 1.04 0.40
C 0.07023 1.21365 1.49261 0.35 -0.59 0.42
C 0.33773 2.27647 2.48057 -0.11 0.14 0.04
H -0.60542 0.44426 1.88797 0.19 0.18 -0.13
H 1.00163 0.72311 1.16010 -0.27 0.09 0.06
H 0.26557 2.04816 3.54256 0.05 0.15 -0.34
H 0.78108 3.22069 2.16130 -0.04 -0.28 0.17
C 0.99465 -3.24349 -1.31657 -0.94 -0.18 1.55
C 0.19354 -3.77360 -2.13716 1.11 0.39 -0.17
H 0.53283 -4.04882 -3.14985 -0.18 -0.06 0.10
H -0.86106 -3.93299 -1.85499 0.14 0.10 0.01
H 1.52654 -2.91920 -0.37820 -0.15 -0.23 -1.57

---

# 5
53
Properties=species:S:1:pos:R:3:forces:R:3 method="wB97M-V/def2-TZVPD" lumo_energy_ev=0.4 homo_energy_ha=-0.2759 molar_mass_g_mol=455.19 gap_ha=0.2917
Ag 0.76408 -0.35957 -0.39307 0.63 -0.44 0.42
Br 2.32120 -2.20943 1.00742 -0.48 0.54 -0.40
C -1.27696 0.70187 -4.35245 -1.38 -1.56 0.72
C -0.77292 -0.05255 -3.11806 1.52 0.08 0.69
C -0.57952 -1.58241 -3.30592 -0.91 1.11 1.36
O -0.08316 -2.16890 -2.09142 -0.21 0.23 -1.37
C 0.26548 -3.51879 -2.36401 1.31 0.23 0.36
N 0.53659 0.47380 -2.62872 0.17 -0.35 -0.89
H -1.43631 1.75888 -4.16211 0.24 0.08 -0.02
H -2.26907 0.24262 -4.47386 -0.09 0.44 -0.49
H -0.73985 0.50421 -5.27710 0.38 0.14 0.14
H -1.44297 0.02644 -2.25822 -0.33 0.32 -0.29
H 0.08110 -1.77093 -4.15433 -0.10 -0.32 -0.14
H -1.60001 -1.97010 -3.36975 0.09 -0.32 -1.02
H 1.17373 -3.54789 -2.98549 -0.16 0.09 -0.14
H -0.50909 -4.07154 -2.90022 -0.25 -0.03 0.40
H 0.59536 -3.93134 -1.41037 -0.50 -0.28 -0.03
H 1.19202 0.10464 -3.32055 0.37 0.09 0.43
H 0.61214 1.47976 -2.75195 -0.32 0.03 0.20
C 1.71680 3.48370 2.01465 0.03 0.19 -0.91
C 2.11975 2.00972 2.16693 0.36 0.99 0.00
C 3.17098 1.66419 1.12889 -0.03 -0.30 -0.31
O 2.52241 1.74852 -0.14969 0.40 0.28 0.23
C 3.43203 1.94154 -1.19429 -0.11 -0.29 -1.26
N 2.61797 1.72824 3.49803 -0.72 -1.19 -0.53
H 0.81710 3.76750 2.56182 0.07 -0.18 0.25
H 1.51011 3.68242 0.95650 -0.09 0.03 0.07
H 2.53377 4.15323 2.29304 0.02 -0.08 0.20
H 1.24350 1.42567 1.87126 0.04 -0.40 0.58
H 3.56556 0.64702 1.20658 -0.17 -0.05 0.43
H 4.02310 2.35331 1.20347 -0.10 0.20 -0.20
H 4.29324 1.26505 -1.18870 0.10 0.12 0.53
H 3.74738 2.98335 -1.31205 0.18 0.01 0.38
H 2.94135 1.68137 -2.13952 -0.25 0.08 0.18
H 1.93605 1.89641 4.21458 0.25 0.21 0.28
H 3.55611 2.01703 3.69924 0.01 0.31 0.10
C -0.60359 -0.42121 2.90773 -0.37 -1.46 1.18
C -1.47699 -1.01684 1.77931 1.41 1.86 0.86
C -2.91786 -1.19166 2.17821 0.09 -0.76 0.05
O -3.68620 -1.72354 1.10575 -0.09 0.16 -0.04
C -4.89396 -2.25280 1.61996 0.16 -0.32 -0.03
N -1.34132 -0.06148 0.62846 -0.76 -1.22 0.09
H -0.76984 0.62549 3.15813 0.14 0.15 -0.31
H 0.43626 -0.73044 2.77446 0.14 0.82 -0.62
H -0.77576 -0.98842 3.83876 -0.50 0.21 -0.08
H -0.93364 -1.95530 1.65514 -0.59 -0.21 -1.02
H -3.40320 -0.26122 2.49787 0.26 0.10 0.23
H -2.90013 -1.91911 3.00173 -0.27 0.19 0.13
H -4.63869 -3.11999 2.23342 -0.24 -0.05 0.20
H -5.55060 -2.58958 0.82166 0.21 0.11 -0.27
H -5.44450 -1.52530 2.22066 0.05 0.12 0.09
H -1.52152 0.86614 1.00045 0.06 0.03 -0.02
H -2.15754 -0.29178 0.05773 0.34 0.27 -0.38

---

# 6
16
Properties=species:S:1:pos:R:3:forces:R:3 method="wB97M-V/def2-TZVPD" lumo_energy_ev=0.6 homo_energy_ha=-0.2944 molar_mass_g_mol=86.13 gap_ha=0.3170 de_lowest_kcal_mol=105.2
C 0.36208 1.86506 -0.74054 -0.02 -0.10 -0.02
C 0.63939 0.91734 0.35408 -0.23 0.34 0.01
C 0.86509 -1.72939 -0.63667 0.16 -0.20 -0.08
C -0.58476 0.59021 1.15937 0.05 0.08 0.04
C -0.97592 -0.78652 0.55719 -0.09 -0.07 0.15
O -0.32604 -0.96124 -0.69705 -0.02 -0.02 -0.07
H 1.01235 1.71272 -1.60860 -0.05 0.07 0.18
H 0.69908 2.81076 -0.27625 -0.01 -0.03 -0.01
H -0.68558 1.99897 -1.05623 0.12 -0.05 0.11
H 1.33098 -1.64433 -1.62131 -0.06 -0.10 0.12
H 0.63421 -2.78146 -0.42647 0.03 0.07 -0.04
H 1.56538 -1.33581 0.10985 -0.17 -0.08 -0.10
H -1.41935 1.30378 1.05481 0.11 -0.08 -0.06
H -0.34271 0.47877 2.22242 -0.04 0.01 -0.16
H -2.05446 -0.82730 0.37212 0.20 0.01 0.02
H -0.71974 -1.61157 1.23328 0.03 0.15 -0.08